Computed, not measured: a structure of composition C21H24F2N7ORuS3 in a non-equilibrium geometry, with the ωB97M-V functional and the def2-TZVPD basis.

Last column: natural (NBO) charge in e.
Atoms and positions in Å:
Ru  -0.3610  -0.5175  -0.1723  0.79
N  1.6428  0.4786  3.7445  -0.78
C  1.1434  0.3876  2.4771  0.31
S  1.5325  -1.0574  1.5633  -0.16
N  0.4847  1.3851  1.9811  -0.42
N  -0.0259  1.2885  0.7615  -0.13
C  -0.3501  2.4382  0.1376  -0.02
C  -0.9040  2.4282  -1.1381  0.17
C  -1.1376  3.6148  -1.8939  -0.23
C  -1.6740  3.5207  -3.1464  -0.16
C  -2.0165  2.2580  -3.6597  -0.25
C  -1.7596  1.1438  -2.8755  0.07
N  -1.2079  1.2071  -1.6856  -0.43
H  1.8273  -0.3954  4.2097  0.40
H  1.2241  1.2023  4.3113  0.40
H  -0.1381  3.3641  0.6548  0.21
H  -0.8713  4.5708  -1.4694  0.23
H  -1.8361  4.4021  -3.7488  0.22
H  -2.4743  2.1519  -4.6306  0.23
H  -2.0304  0.1541  -3.2261  0.23
S  -1.0620  -3.0914  1.6111  -0.20
C  -1.3422  -3.2515  -0.0338  -0.08
N  -0.8368  -2.4219  -0.9295  -0.61
C  -1.1490  -2.7741  -2.2127  0.22
C  -0.7093  -2.1246  -3.3649  -0.29
C  -1.1463  -2.5867  -4.5907  -0.21
C  -2.0140  -3.6733  -4.6823  -0.24
C  -2.4359  -4.3428  -3.5476  -0.21
C  -1.9839  -3.9025  -2.3176  -0.24
S  -2.3045  -4.5539  -0.7325  0.39
H  -0.0384  -1.2785  -3.2724  0.23
H  -0.8223  -2.0920  -5.4956  0.21
H  -2.3678  -3.9988  -5.6500  0.21
H  -3.1015  -5.1877  -3.6127  0.22
C  2.0315  2.2772  -3.0466  -0.41
N  2.7808  1.0476  -3.1439  -0.44
C  4.0011  1.1145  -3.9160  -0.20
C  4.4282  -0.2868  -4.3208  -0.41
C  4.5247  -1.1218  -3.0543  -0.20
N  3.2583  -1.0929  -2.3577  -0.44
C  3.0253  -2.1650  -1.4186  -0.40
C  2.4479  -0.0047  -2.3466  0.82
O  1.3980  0.0218  -1.6934  -0.73
H  1.7221  2.6112  -4.0385  0.19
H  2.6364  3.0596  -2.5805  0.19
H  1.1533  2.0977  -2.4344  0.25
H  4.7953  1.6073  -3.3364  0.18
H  3.8019  1.7255  -4.8019  0.21
H  5.3837  -0.2680  -4.8448  0.22
H  3.6733  -0.7157  -4.9817  0.21
H  5.3300  -0.7392  -2.4111  0.19
H  4.7479  -2.1646  -3.2952  0.21
H  3.1042  -3.1266  -1.9261  0.20
H  2.0240  -2.0603  -0.9972  0.24
H  3.7500  -2.1262  -0.6013  0.20
F  -3.1135  -0.8690  -0.5709  -0.37
C  -2.3528  -0.3408  0.4460  0.44
F  -2.8114  0.9294  0.6048  -0.37
H  -2.6332  -0.8879  1.3691  0.16

Cartesian forces (eV/Å) of the 2 atoms listed first:
Ru -0.1497 1.4454 0.9478
N -0.4624 0.2754 -0.2254

The expectation value of S² is 0.765. As for the spin multiplicity: 2. The value obtained for the HOMO energy (alpha / beta) is -6.90 / -6.84 eV. Its charge is 0. The calculation puts the LUMO energy (alpha / beta) at -0.84 / -0.82 eV. For the molar mass, the calculation gives 625.74 u. The value obtained for the frontier orbital gap (alpha / beta) is 6.060 / 6.025 eV.


Computed, not measured: a structure of composition C21H24F2N7ORuS3, with the ωB97M-V functional and the def2-TZVPD basis.

Last column: natural (NBO) charge in e.
Atoms and positions in Å:
Ru  -0.3759  1.1470  0.3082  0.60
N  -4.0766  0.2256  2.3121  -0.78
C  -2.8989  0.7679  1.9022  0.29
S  -2.6699  1.0336  0.2194  -0.01
N  -2.0513  1.1029  2.8458  -0.43
N  -0.8697  1.5253  2.2772  -0.17
C  -0.0913  2.2113  3.0215  0.04
C  1.1905  2.6024  2.4367  0.15
C  2.1192  3.3672  3.1257  -0.23
C  3.3131  3.6755  2.4985  -0.15
C  3.5354  3.2060  1.2136  -0.26
C  2.5584  2.4488  0.5957  0.12
N  1.4035  2.1450  1.1957  -0.41
H  -4.8418  0.2433  1.6598  0.40
H  -4.3065  0.3522  3.2847  0.40
H  -0.3815  2.4760  4.0313  0.21
H  1.8967  3.7112  4.1265  0.23
H  4.0558  4.2803  3.0021  0.22
H  4.4571  3.4152  0.6896  0.23
H  2.6873  2.0721  -0.4061  0.23
S  1.9778  -0.5623  -0.0236  -0.25
C  1.4267  0.0295  -1.5193  -0.09
N  0.2824  0.6736  -1.6354  -0.56
C  -0.0367  0.9800  -2.9538  0.20
C  -1.2194  1.5624  -3.3974  -0.23
C  -1.3856  1.7713  -4.7537  -0.20
C  -0.3943  1.4078  -5.6690  -0.23
C  0.7776  0.8133  -5.2365  -0.21
C  0.9435  0.5975  -3.8734  -0.25
S  2.2661  -0.1691  -3.0379  0.39
H  -1.9805  1.8437  -2.6843  0.24
H  -2.2996  2.2276  -5.1113  0.21
H  -0.5455  1.5867  -6.7255  0.21
H  1.5449  0.5192  -5.9412  0.22
C  -1.0124  -2.3995  -1.7061  -0.40
N  -0.5593  -3.0153  -0.4731  -0.44
C  0.0688  -4.3187  -0.5707  -0.20
C  -0.1170  -5.0700  0.7308  -0.41
C  0.4644  -4.2340  1.8500  -0.20
N  -0.0585  -2.8797  1.8048  -0.44
C  0.0828  -2.1017  3.0186  -0.40
C  -0.5176  -2.2784  0.6703  0.86
O  -0.9098  -1.1047  0.6899  -0.74
H  -1.6641  -3.0982  -2.2345  0.19
H  -0.1708  -2.1428  -2.3563  0.19
H  -1.5683  -1.4965  -1.4762  0.25
H  1.1367  -4.2129  -0.8008  0.19
H  -0.3956  -4.8518  -1.4010  0.21
H  0.3789  -6.0401  0.6910  0.22
H  -1.1830  -5.2329  0.9043  0.21
H  1.5587  -4.2134  1.7748  0.19
H  0.2129  -4.6591  2.8242  0.20
H  -0.5117  -2.5439  3.8223  0.19
H  -0.2630  -1.0890  2.8450  0.24
H  1.1308  -2.0756  3.3316  0.19
F  -1.6032  3.3961  -1.0416  -0.38
C  -0.5189  3.0934  -0.2488  0.46
F  0.5670  3.4862  -1.0213  -0.39
H  -0.5586  3.7922  0.5949  0.11

Cartesian forces (eV/Å) of the 2 atoms listed first:
Ru 0.1503 0.0697 0.9355
N -0.0193 0.1768 -0.0803

The expectation value of S² is 0.757. As for the spin multiplicity: 2. The value obtained for the HOMO energy (alpha / beta) is -7.23 / -7.25 eV. Its charge is 0. The calculation puts the LUMO energy (alpha / beta) at -0.27 / -0.25 eV. For the molar mass, the calculation gives 625.74 u. The value obtained for the frontier orbital gap (alpha / beta) is 6.954 / 7.000 eV.


Computed, not measured: a cluster of 5 separate species, C21H24F4O16 in total, with the ωB97M-V functional and the def2-TZVPD basis.

Last column: natural (NBO) charge in e.
Atoms and positions in Å:
C  3.1173  3.1445  2.4237  -0.67
C  3.3904  1.6948  2.1941  -0.06
C  4.3357  0.8747  2.6715  -0.06
C  5.4947  1.0849  3.5932  -0.45
C  6.3434  2.3294  3.3069  -0.39
C  7.2114  2.1823  2.0377  -0.45
C  6.8115  3.0877  0.8548  -0.06
O  6.6343  2.3834  -0.3683  -0.71
C  4.0568  -0.4898  2.1269  0.76
O  4.6570  -1.4959  2.2724  -0.50
O  2.9069  -0.4328  1.3509  -0.51
C  2.4952  0.8834  1.3201  0.76
O  1.5733  1.2368  0.6674  -0.52
H  3.8323  3.7761  1.8904  0.24
H  3.1945  3.3814  3.4887  0.24
H  2.1129  3.3959  2.0794  0.26
H  6.1334  0.1987  3.5099  0.24
H  5.1266  1.0863  4.6274  0.24
H  6.9751  2.5103  4.1805  0.22
H  5.7111  3.2180  3.2117  0.20
H  7.1816  1.1494  1.6735  0.21
H  8.2563  2.3751  2.2957  0.22
H  7.5947  3.8197  0.6469  0.19
H  5.9035  3.6569  1.0983  0.15
H  5.8325  1.8521  -0.3136  0.46
C  0.2535  -2.3099  1.9728  -0.13
C  -0.3662  -1.4155  0.9186  0.44
O  -1.6297  -2.0260  0.6985  -0.51
C  -1.9623  -2.7345  1.8117  0.97
O  -3.0459  -3.1723  2.0219  -0.57
O  -0.8970  -2.8516  2.6291  -0.48
F  0.3305  -1.4260  -0.2422  -0.33
H  0.8170  -3.1157  1.5002  0.21
H  0.8796  -1.7841  2.6852  0.21
H  -0.5352  -0.3813  1.2242  0.18
C  -1.9359  0.6521  -1.6473  -0.14
C  -1.1240  1.5296  -2.5772  0.45
O  -1.3685  2.8277  -2.0738  -0.50
C  -1.7307  2.7242  -0.7639  0.98
O  -1.8054  3.6365  -0.0116  -0.56
O  -1.9512  1.4294  -0.4460  -0.49
F  -1.5506  1.4576  -3.8623  -0.33
H  -2.9510  0.5266  -2.0208  0.23
H  -1.4892  -0.3116  -1.4536  0.21
H  -0.0481  1.3434  -2.5599  0.15
C  -3.4591  -4.3422  -1.1100  -0.14
C  -4.3642  -3.1627  -1.3799  0.44
O  -5.1179  -3.5965  -2.4993  -0.52
C  -5.1397  -4.9663  -2.4973  0.97
O  -5.8591  -5.6232  -3.1670  -0.55
O  -4.2330  -5.4365  -1.6118  -0.48
F  -3.6848  -2.0414  -1.7287  -0.33
H  -2.5377  -4.2434  -1.6874  0.20
H  -3.2377  -4.4814  -0.0575  0.23
H  -5.0425  -2.9173  -0.5613  0.17
C  -7.1504  -0.2093  -3.7935  -0.13
C  -5.7003  -0.5518  -4.0766  0.44
O  -5.0067  0.3517  -3.2390  -0.50
C  -5.8119  0.6815  -2.1958  0.97
O  -5.4313  1.1953  -1.1967  -0.56
O  -7.0824  0.2983  -2.4547  -0.48
F  -5.3459  -0.3153  -5.3620  -0.32
H  -7.4898  0.5769  -4.4696  0.20
H  -7.8227  -1.0608  -3.8268  0.21
H  -5.3998  -1.5629  -3.8036  0.17

Cartesian forces (eV/Å) of the 2 atoms listed first:
C -0.0463 -0.0375 0.1045
C 0.1586 0.0178 0.1236

The value obtained for the HOMO energy is -10.82 eV. Its charge is 0. The calculation puts the LUMO energy at -1.25 eV. For the molar mass, the calculation gives 608.40 u. The value obtained for the frontier orbital gap is 9.573 eV.


Computed, not measured: the molecule C21H24FN3O2, with the ωB97M-V functional and the def2-TZVPD basis.

Last column: natural (NBO) charge in e.
Atoms and positions in Å:
C  -0.7532  -3.2418  -2.4689  -0.25
O  -1.0695  -3.4317  -1.1145  -0.50
C  -0.3191  -2.7761  -0.1749  0.30
C  0.7058  -1.8981  -0.4622  -0.33
C  1.4015  -1.3154  0.6016  0.00
C  1.0631  -1.6522  1.9317  0.09
C  0.0179  -2.5237  2.2149  -0.20
C  -0.6666  -3.0695  1.1571  -0.25
H  -1.4855  -3.7515  1.3178  0.22
H  -0.2464  -2.7670  3.2329  0.21
N  1.9125  -0.9760  2.7619  -0.51
C  2.7607  -0.2182  2.0078  -0.01
C  2.4778  -0.3788  0.6804  -0.15
C  3.1364  0.3346  -0.4561  0.07
O  4.5387  0.1631  -0.3322  -0.71
H  4.9768  0.6750  -1.0211  0.46
C  2.8110  1.8566  -0.4670  -0.21
N  1.4285  2.2715  -0.4849  -0.46
C  0.6349  1.7042  -1.5592  -0.24
C  -0.7051  2.4486  -1.6285  -0.22
N  -1.4230  2.3701  -0.3742  -0.44
C  -2.1947  1.2538  -0.0879  0.18
C  -2.9914  1.1768  1.0655  0.33
C  -3.7955  0.0972  1.3598  -0.26
C  -3.8744  -0.9674  0.4808  -0.24
C  -3.1436  -0.9116  -0.6907  -0.19
C  -2.3226  0.1653  -0.9626  -0.28
H  -1.7626  0.1540  -1.8833  0.21
H  -3.2007  -1.7248  -1.3976  0.22
H  -4.5021  -1.8150  0.7030  0.21
H  -4.3668  0.1176  2.2750  0.23
F  -3.0215  2.2048  1.9603  -0.34
C  -0.5963  2.9578  0.6646  -0.21
C  0.7191  2.1812  0.7780  -0.24
H  0.4779  1.1423  1.0532  0.18
H  1.3434  2.6167  1.5603  0.20
H  -0.3881  3.9924  0.3781  0.20
H  -1.1032  2.9605  1.6240  0.23
H  -0.5057  3.5087  -1.8134  0.21
H  -1.3231  2.0736  -2.4443  0.21
H  0.4420  0.6327  -1.3971  0.18
H  1.1778  1.8315  -2.4994  0.20
H  3.2867  2.2889  -1.3583  0.18
H  3.2802  2.3006  0.4150  0.20
H  2.7962  -0.1119  -1.4043  0.16
H  3.5190  0.3868  2.4645  0.22
H  1.9233  -1.0421  3.7649  0.41
H  0.9908  -1.6725  -1.4778  0.22
H  -1.4485  -3.8675  -3.0271  0.20
H  -0.8847  -2.1976  -2.7735  0.17
H  0.2722  -3.5561  -2.6918  0.18

Cartesian forces (eV/Å) of the 2 atoms listed first:
C 0.0391 0.0001 -0.1460
O -0.0532 -0.0272 0.2942

The value obtained for the HOMO energy is -7.46 eV. Its charge is 0. The calculation puts the LUMO energy at 0.70 eV. For the molar mass, the calculation gives 369.44 u. The value obtained for the frontier orbital gap is 8.154 eV.